C2H2O2S | ωB97M-V/def2-TZVPD

Computed properties:
gap between HOMO and LUMO: 10.33 eV
energy relative to the best compared isomer or geometry (same formula, charge and spin): 217.41 kJ/mol
LUMO: -0.65 eV
charge: 0
HOMO: -11.0 eV

Element x y z (Å)
C: 0.168 -0.053 0.567
C: 0.183 -0.061 -0.614
O: -2.879 1.239 0.324
O: -2.756 -1.158 0.399
S: -2.613 0.014 -0.383
H: 0.118 -0.049 1.612
H: 0.259 -0.057 -1.659

Atoms 1-6, force components in eV/Å:
C 0.1620 0.0132 0.9497
C 0.4732 0.0353 -1.0791
O 0.1517 -0.0102 -0.6176
O -0.1069 -1.2692 0.1967
S -0.6206 1.2489 0.4477
H -0.0606 0.0007 0.7706